1.
The following is a quantum chemistry calculation of 14 unconnected molecules or ions with the total composition C31H92N24O14, from the Open Molecules 2025 dataset.

Its LUMO energy is -0.14 eV. The frontier orbital gap comes out at 8.37 eV. The value obtained for the molar mass is 1025.2 g/mol.

Positions of all 161 atoms, in Å:
C: -13.1551 31.0633 13.6469
C: -13.6733 29.8546 12.8306
C: -13.4938 28.5214 13.6187
C: -14.2500 27.3608 12.8904
C: -15.7177 27.7918 12.7749
C: -16.0827 29.0291 12.0440
N: -15.0969 30.1026 12.4944
O: -15.3398 31.4042 11.9219
C: -16.0491 28.8092 10.4844
C: -17.5389 29.3411 12.5072
C: -12.7745 29.7219 11.6159
H: -13.6997 31.4915 14.4884
H: -13.0877 31.8475 12.8928
H: -12.2089 30.8470 14.1430
H: -12.4526 28.1997 13.6422
H: -14.0007 28.6459 14.5756
H: -14.1561 26.5386 13.5999
H: -13.6641 26.9750 12.0562
H: -16.1503 27.6922 13.7704
H: -16.2847 27.0017 12.2825
H: -16.6353 27.9916 10.0648
H: -16.3952 29.7051 9.9690
H: -15.0520 28.5988 10.0974
H: -17.8834 30.3515 12.2872
H: -18.1065 28.4662 12.1901
H: -17.5756 29.1222 13.5744
H: -11.6973 29.7203 11.7828
H: -12.9105 30.4691 10.8341
H: -13.1356 28.8022 11.1557
H: -15.0896 31.3384 10.9974
C: -9.9975 20.7039 15.1372
O: -8.9066 21.1527 14.8616
N: -10.2620 19.9784 16.1975
N: -11.0037 20.8289 14.2575
H: -11.2041 19.9259 16.5580
H: -9.4598 19.5126 16.5971
H: -10.6521 21.3410 13.4611
H: -11.9427 20.9012 14.6224
C: -12.6555 32.0917 20.3331
O: -11.7219 31.3911 20.7126
N: -12.9804 33.2490 20.8979
N: -13.4160 31.7665 19.4129
H: -12.3362 33.7398 21.5013
H: -13.7361 33.7002 20.4023
H: -14.1946 32.3908 19.2575
H: -13.2630 30.9673 18.8146
C: -18.3355 33.6955 17.1793
O: -17.2407 34.0012 17.5931
N: -18.6948 33.5253 15.9153
N: -19.4047 33.4810 17.9206
H: -19.6959 33.5058 15.7828
H: -17.9491 33.3082 15.2697
H: -20.3127 33.6264 17.5029
H: -19.1564 33.6377 18.8870
C: -6.4558 31.6238 10.8796
O: -6.9724 32.0860 9.8827
N: -6.7485 31.9462 12.1459
N: -5.6440 30.5711 10.8215
H: -6.4878 31.1614 12.7258
H: -7.3458 32.7333 12.3550
H: -5.4445 30.1333 9.9335
H: -5.4570 30.1705 11.7296
C: -6.9686 26.3593 14.1299
O: -6.7233 27.5052 14.2079
N: -7.0646 25.4827 15.0743
N: -7.3696 25.8727 12.9978
H: -7.4165 24.5930 14.7507
H: -7.0451 25.8719 16.0060
H: -7.9181 25.0384 12.8450
H: -7.2717 26.5502 12.2551
C: -22.5641 24.8674 10.8154
O: -23.4443 25.5218 10.4011
N: -21.4910 24.6188 10.1641
N: -22.4236 24.3857 12.0183
H: -21.4576 25.0999 9.2767
H: -20.8023 23.9431 10.4629
H: -21.6928 23.7014 12.1515
H: -23.1667 24.4687 12.6973
C: -18.5837 37.4220 8.6127
O: -19.7027 37.9197 8.4598
N: -17.7195 37.6217 7.6881
N: -18.1790 36.7290 9.6309
H: -16.7471 37.3854 7.8242
H: -18.0974 37.7941 6.7674
H: -17.2526 36.3484 9.7612
H: -18.8772 36.5200 10.3302
C: -9.4828 26.0401 6.8140
O: -8.8969 25.0213 6.6063
N: -10.8118 26.0618 7.1283
N: -8.8562 27.2332 6.9279
H: -11.2725 26.9606 7.1266
H: -11.4662 25.2927 7.1078
H: -7.8684 27.1557 7.1242
H: -9.3423 28.1114 7.0394
C: -13.5738 30.3076 5.2363
O: -12.4936 30.2225 5.7059
N: -14.3113 31.4140 5.1698
N: -14.0225 29.2654 4.6525
H: -15.2653 31.2803 4.8666
H: -13.8112 32.1904 5.5789
H: -13.4126 28.5069 4.3829
H: -14.7945 29.5222 4.0540
C: -12.2923 35.5314 8.8943
O: -13.0907 35.7282 7.9987
N: -12.1716 36.4036 9.8340
N: -11.3375 34.6609 9.0756
H: -11.4425 36.2645 10.5188
H: -12.5876 37.3234 9.8005
H: -10.4191 34.9259 9.4019
H: -11.4314 33.7778 8.5946
C: -24.6175 31.1147 13.7346
C: -24.4548 32.6538 13.5890
C: -25.6395 33.6095 13.2074
O: -26.4008 33.5394 14.4073
C: -27.6653 34.1133 14.4667
N: -23.8853 33.2593 14.8020
H: -25.2719 30.7818 14.5401
H: -23.6346 30.6573 13.8485
H: -25.1713 30.7145 12.8854
H: -23.7873 32.8237 12.7443
H: -26.1270 33.2612 12.2969
H: -25.2288 34.6133 13.0989
H: -27.7584 35.1601 14.1775
H: -28.1184 34.1346 15.4579
H: -28.5201 33.6652 13.9601
H: -24.0410 34.2101 14.4992
H: -24.6624 33.1609 15.4396
C: -12.4689 39.2671 20.1009
C: -11.0196 38.7189 19.8950
C: -10.6205 38.7546 18.3810
O: -11.7548 38.4033 17.4573
C: -11.6809 36.9804 17.3268
N: -10.0141 39.4108 20.7335
H: -12.5790 40.3033 20.4207
H: -12.9643 38.6712 20.8674
H: -13.0304 39.1822 19.1705
H: -11.0692 37.6759 20.2075
H: -9.7632 38.0978 18.2337
H: -10.4190 39.7622 18.0174
H: -11.6126 36.2972 18.1734
H: -10.8418 36.8163 16.6508
H: -12.6200 36.7612 16.8188
H: -9.5834 40.0410 20.0720
H: -9.1981 38.9189 21.0687
C: -11.6361 19.0384 8.8076
C: -11.9201 20.4784 8.3297
C: -13.4084 20.7840 8.5460
O: -13.6386 22.1588 8.2674
C: -14.8581 22.7890 8.4348
N: -11.0864 21.3376 9.1929
H: -12.0947 18.2042 8.2768
H: -12.0323 18.9668 9.8205
H: -10.5645 18.8413 8.7779
H: -11.6161 20.6612 7.2990
H: -13.6444 20.4454 9.5548
H: -14.1127 20.1651 7.9899
H: -14.5838 23.6463 9.0497
H: -15.6354 22.0917 8.7474
H: -15.1644 23.2261 7.4845
H: -11.0389 22.1499 8.5946
H: -10.1352 21.0021 9.2455

Forces on the atoms, in the same order (eV/Å):
0.0 0.2 -0.1
0.6 0.5 0.9
-1.6 -0.2 -1.5
0.6 0.8 1.5
0.4 -2.9 -0.3
0.6 1.7 -0.6
-1.3 -0.4 0.4
0.1 -1.3 0.6
0.4 0.4 0.2
1.3 -0.8 0.5
-0.5 -0.3 -1.3
-1.0 -0.5 -0.2
0.5 0.3 0.4
0.5 -0.1 -0.7
0.1 0.6 0.6
0.5 -0.1 0.3
-0.5 -0.3 0.1
-0.6 0.5 -0.6
0.2 0.8 0.3
0.0 -0.3 -0.4
-0.4 -0.1 0.6
0.0 0.2 0.1
0.3 0.2 0.3
-0.2 -0.4 -0.3
-0.6 0.6 -0.9
0.2 0.9 0.3
-0.1 -0.3 0.4
-0.3 0.4 0.2
0.7 -0.2 -0.3
0.2 0.0 -0.5
0.7 0.7 -1.5
1.4 0.1 0.0
-0.2 -1.3 2.5
-1.0 0.4 -0.8
0.5 -0.5 0.0
-0.5 0.3 0.5
-0.9 0.3 -0.1
0.0 0.1 -0.7
5.6 -0.6 4.9
0.7 -0.1 0.2
-0.8 2.2 0.9
-5.5 -1.8 -6.3
-0.3 -0.2 -0.2
0.4 0.9 0.8
-0.1 -0.7 -0.8
-0.1 0.2 0.4
0.6 0.4 -0.7
1.1 -0.3 0.4
0.6 0.1 -2.3
-1.1 -0.1 3.1
0.7 -0.5 -1.2
-0.7 0.3 -0.4
0.0 -0.1 0.9
-1.1 0.2 0.2
-1.7 0.0 -1.7
-0.1 1.2 -0.6
0.3 0.2 0.9
1.4 -1.2 0.4
-0.8 1.1 1.2
0.1 -0.6 0.2
-0.1 0.0 0.5
0.7 -0.7 -0.8
-1.5 -0.6 -0.3
2.0 4.9 1.2
0.4 -1.9 3.2
-0.9 -1.2 -5.4
0.1 -0.1 1.3
-0.2 -0.9 0.1
0.3 0.3 0.1
-0.4 -0.5 -0.2
0.0 -0.1 1.4
-3.8 2.5 -1.4
4.4 -0.6 -4.5
-0.8 -1.7 4.7
0.5 -0.6 -0.1
-0.1 0.5 -0.5
-0.5 0.2 0.6
0.2 -0.2 -0.2
-3.8 1.9 -0.5
-0.7 -0.8 0.8
4.0 0.5 -3.7
0.3 -2.1 3.9
-0.2 -0.1 -0.5
0.4 0.3 0.3
-0.3 0.1 -0.3
0.3 0.1 0.0
-1.1 -0.1 1.0
1.2 -1.8 -0.5
-1.5 1.2 0.0
0.6 0.9 -0.2
0.0 -0.1 0.1
0.8 -0.2 -0.4
-0.3 0.3 -0.3
0.3 -0.3 0.1
1.2 1.2 0.3
4.4 1.1 2.8
-0.4 0.6 0.2
-4.1 -3.7 -3.2
0.2 1.2 0.4
-1.1 0.4 -0.1
-0.1 0.4 0.2
0.0 -1.2 -0.5
-1.0 2.2 -1.9
-0.9 -1.6 -1.1
0.3 4.3 4.5
2.1 -4.9 -1.1
-0.5 0.3 0.1
0.0 -0.4 -0.3
-0.4 -0.2 -0.1
0.5 0.2 -0.1
-1.1 0.9 -0.3
0.1 0.0 -0.9
0.2 -2.1 1.2
-1.3 0.0 -0.2
-1.8 1.1 0.2
0.1 -0.2 -0.7
0.2 0.5 0.5
-0.1 0.0 -0.1
0.5 -0.1 -0.5
0.6 -0.2 0.1
-0.5 0.2 0.1
-0.1 0.2 -0.4
0.8 0.3 -0.3
1.0 -0.3 0.7
0.5 -0.9 -1.0
0.9 0.9 0.9
0.1 -0.1 0.7
0.3 -0.2 0.0
-0.6 0.0 -0.2
-2.0 0.6 -0.5
2.3 -1.0 2.7
-1.0 0.5 -2.0
-0.2 0.7 -1.0
0.6 0.1 0.0
-0.1 0.0 0.0
0.0 -0.2 0.1
0.1 -0.1 -0.1
0.0 0.0 -0.3
0.4 0.2 0.5
0.1 0.7 0.7
0.0 -0.6 0.0
0.1 -0.5 -0.2
0.1 0.8 0.2
-0.4 -1.0 0.0
-0.3 0.0 -0.3
0.1 -1.4 0.6
-0.2 0.3 0.0
1.9 -1.1 -0.4
0.2 0.3 -0.4
-0.9 0.7 -0.6
-0.2 0.3 -0.5
0.4 0.0 0.2
0.0 0.1 0.3
-0.3 -0.4 -0.3
0.1 0.8 0.7
0.3 -0.2 -0.9
-1.0 0.0 0.7
-0.1 0.4 0.6
-0.2 -0.1 -0.3
0.3 0.8 0.6
0.1 -0.3 -0.1

---

2.
The following is a quantum chemistry calculation of 14 unconnected molecules or ions with the total composition C32H101O41P9, from the Open Molecules 2025 dataset.

Its LUMO energy is 0.25 eV. The value obtained for the energy above the lowest of the compared OMol25 structures with the same formula, charge and spin is 35.7 kJ/mol. The frontier orbital gap comes out at 9.46 eV. The value obtained for the molar mass is 1420.9 g/mol.

Positions of all 183 atoms, in Å:
C: 2.1462 3.8468 1.5474
O: 2.0097 3.6377 0.1344
P: 1.2941 4.8015 -0.7209
O: 1.0619 4.4719 -2.1293
O: 0.0003 5.1682 0.1112
C: -1.0542 4.2138 0.3432
O: 2.2343 6.0684 -0.4984
C: 1.7996 7.4151 -0.5993
H: 1.7067 4.7695 1.9278
H: 3.2133 3.9008 1.7583
H: 1.6949 3.0076 2.0699
H: -1.0251 3.6183 1.2523
H: -0.9620 3.4980 -0.4820
H: -1.9406 4.8083 0.1407
H: 0.8488 7.5745 -1.1102
H: 2.5719 8.0050 -1.0859
H: 1.6439 7.8043 0.4099
C: -3.3008 0.5398 3.3018
O: -2.8524 -0.5672 2.5096
P: -2.4273 -1.9339 3.1749
O: -1.4443 -1.7811 4.2666
O: -1.9831 -2.8744 1.9648
C: -2.9074 -3.6368 1.2068
O: -3.8195 -2.6069 3.6547
C: -3.7761 -3.8371 4.3741
H: -3.1293 0.3552 4.3612
H: -4.3618 0.7195 3.1423
H: -2.7075 1.3855 2.9655
H: -2.6564 -4.7004 1.2584
H: -2.7986 -3.4059 0.1439
H: -3.9553 -3.5315 1.4760
H: -3.3821 -3.6739 5.3766
H: -3.1033 -4.5274 3.8524
H: -4.7361 -4.3455 4.4040
C: 5.7389 2.2649 0.9920
O: 6.1185 1.7316 2.2819
P: 4.9498 1.3308 3.2786
O: 3.7754 0.7176 2.6242
O: 4.6132 2.5862 4.2257
C: 5.5717 3.0713 5.1646
O: 5.7291 0.3112 4.2298
C: 5.0625 -0.2583 5.3674
H: 4.7053 2.5976 0.9467
H: 6.0360 1.5124 0.2692
H: 6.3348 3.1688 0.8532
H: 5.9860 4.0162 4.8059
H: 6.3843 2.3708 5.3434
H: 5.0595 3.3269 6.0925
H: 4.5937 -1.2080 5.1317
H: 4.3131 0.4278 5.7675
H: 5.8443 -0.3252 6.1220
C: -1.4331 0.1068 6.6982
O: -0.8473 1.1126 7.5120
P: 0.5639 0.9285 8.2096
O: 1.0341 2.0368 9.0516
O: 0.4735 -0.5106 8.9280
C: 1.4137 -0.7989 9.9459
O: 1.5961 0.6494 7.0081
C: 1.8071 1.6695 6.0375
H: -1.4272 0.3998 5.6468
H: -2.4717 -0.1189 6.9366
H: -0.8560 -0.8187 6.7209
H: 1.5886 0.0423 10.6198
H: 2.3775 -1.1573 9.5860
H: 0.9959 -1.5647 10.6003
H: 1.5675 1.3821 5.0134
H: 2.8585 1.9530 6.0752
H: 1.2312 2.5658 6.2804
C: -4.9751 4.7391 -6.6836
O: -5.1142 4.2532 -5.3525
P: -4.2087 4.8423 -4.1721
O: -4.5022 6.2319 -3.8066
O: -4.5195 3.7225 -3.0822
C: -3.8480 3.6535 -1.8338
O: -2.6793 4.6364 -4.5913
C: -2.1929 3.2954 -4.7563
H: -5.8750 5.3061 -6.9238
H: -4.9298 3.9034 -7.3797
H: -4.1131 5.3933 -6.8094
H: -3.1958 4.5185 -1.6967
H: -3.3020 2.7182 -1.7114
H: -4.5810 3.6848 -1.0265
H: -1.3338 3.1467 -4.1010
H: -1.7055 3.2933 -5.7320
H: -2.9423 2.5132 -4.6769
C: 3.0739 -6.0642 -5.8026
O: 2.4167 -5.7314 -4.5788
P: 1.0882 -4.8102 -4.6643
O: 0.3937 -4.6494 -3.3797
O: 1.5426 -3.4540 -5.3826
C: 2.2073 -2.4734 -4.5745
O: 0.2557 -5.5415 -5.8120
C: -0.9550 -4.9432 -6.2817
H: 4.1055 -5.7149 -5.7720
H: 2.5832 -5.6682 -6.6900
H: 3.1112 -7.1488 -5.9051
H: 1.9030 -1.4578 -4.8181
H: 3.2848 -2.6178 -4.6302
H: 1.8859 -2.6013 -3.5362
H: -0.7274 -4.5588 -7.2812
H: -1.2411 -4.0515 -5.7229
H: -1.7756 -5.6433 -6.4001
C: 0.1285 -1.9283 -8.2389
O: 0.4927 -0.9271 -7.2728
P: -0.6050 -0.0311 -6.5510
O: -0.1025 0.7331 -5.4140
O: -1.2113 0.8279 -7.7531
C: -0.7460 2.1602 -8.0137
O: -1.7992 -1.0599 -6.2661
C: -2.8083 -0.7511 -5.3100
H: -0.9384 -2.1446 -8.2301
H: 0.7016 -2.8224 -8.0091
H: 0.3864 -1.5180 -9.2153
H: -1.5887 2.8354 -7.8797
H: -0.3992 2.2055 -9.0452
H: 0.0771 2.4459 -7.3580
H: -2.5239 -0.9187 -4.2719
H: -3.6789 -1.3523 -5.5645
H: -3.1092 0.2945 -5.4174
C: -0.5942 -7.1714 -1.0121
O: -1.1458 -6.8145 0.2663
P: -0.3745 -7.1399 1.6100
O: 0.0594 -8.5253 1.8019
O: 0.8711 -6.1316 1.5811
C: 0.7039 -4.7307 1.5480
O: -1.3319 -6.5089 2.7294
C: -0.9166 -6.5713 4.1046
H: -0.7721 -6.3050 -1.6468
H: -1.0505 -8.0572 -1.4442
H: 0.4840 -7.2996 -0.9196
H: 0.9027 -4.2334 2.5020
H: -0.3279 -4.4818 1.3003
H: 1.3894 -4.2810 0.8289
H: -1.6979 -7.0203 4.7142
H: -0.7647 -5.5459 4.4438
H: 0.0121 -7.1352 4.1750
C: -0.2228 -1.9859 -1.4777
O: -1.1944 -1.2290 -0.7601
P: -0.8037 0.0903 0.0370
O: -1.9355 0.9904 0.3733
O: -0.0793 -0.5049 1.3316
C: 0.4131 0.4091 2.3346
O: 0.3609 0.7556 -0.8152
C: 0.2829 1.0310 -2.2125
H: -0.1378 -3.0135 -1.1203
H: 0.7802 -1.5928 -1.2811
H: -0.3742 -1.9948 -2.5550
H: -0.1228 0.1678 3.2552
H: 0.1707 1.4530 2.1339
H: 1.4770 0.2329 2.4657
H: -0.6158 0.6870 -2.7221
H: 1.1766 0.6189 -2.6810
H: 0.3880 2.1075 -2.3560
C: 1.8770 -2.3093 4.6044
O: 0.8392 -3.2634 4.7787
H: 2.8354 -2.7828 4.8113
H: 2.0136 -1.9718 3.5670
H: 1.6252 -1.4342 5.2060
H: 0.0070 -2.8042 4.5548
C: 0.4034 5.5433 -5.1047
O: 1.1045 4.3509 -4.7907
H: -0.3231 5.7690 -4.3210
H: 1.0496 6.4137 -5.2471
H: -0.1408 5.3319 -6.0269
H: 1.1443 4.2699 -3.8132
C: -1.7684 3.6184 4.6990
O: -0.5842 3.5186 3.8706
H: -2.5240 3.0700 4.1471
H: -1.5283 3.1471 5.6519
H: -2.0157 4.6796 4.7099
H: 0.1319 4.0293 4.2551
C: -4.7161 -0.8211 -0.7771
O: -4.6066 0.5531 -0.4655
H: -3.9463 -1.1256 -1.4945
H: -4.7106 -1.3884 0.1578
H: -5.6575 -1.0276 -1.2903
H: -3.7818 0.6887 0.0273
C: 3.5181 0.0635 -0.6506
O: 3.6088 -0.2380 -2.0532
H: 3.7485 1.1229 -0.5613
H: 2.5315 -0.2056 -0.2834
H: 4.3053 -0.4125 -0.0597
H: 3.9497 -1.1340 -2.1257

Forces on the atoms, in the same order (eV/Å):
0.5 -0.1 0.3
-0.6 1.0 -0.8
0.4 0.0 0.7
0.0 -0.4 0.6
0.7 0.5 0.8
0.1 -0.4 -2.2
-0.3 -0.9 0.0
-0.4 0.8 0.5
-0.2 0.0 -0.4
0.0 -0.1 0.1
0.1 -0.1 -0.1
0.2 0.7 0.4
-0.4 -0.2 0.2
-0.3 -0.4 0.7
0.1 -0.5 -0.3
0.1 -0.2 -0.1
0.2 0.0 0.0
0.2 0.1 0.1
-0.4 -1.1 0.1
-0.9 -0.7 -0.2
-0.1 -0.2 -0.5
0.0 0.9 1.1
-0.2 -1.0 -1.3
0.1 0.9 -0.2
1.0 -0.6 -0.1
0.0 0.0 0.0
0.0 -0.1 -0.2
-0.1 0.1 0.0
0.1 0.1 0.4
0.0 0.5 0.2
0.1 0.3 0.3
-0.1 0.0 0.0
0.1 0.0 0.1
-0.3 0.6 -0.1
0.9 0.6 0.2
-0.6 0.2 0.7
-0.1 -1.5 0.1
0.2 1.1 0.5
-0.2 -0.7 -0.7
0.3 0.9 0.2
0.0 0.5 -0.6
0.2 0.7 0.3
-0.2 -0.6 -0.1
-0.4 0.1 -0.3
0.1 -0.2 -0.1
0.1 -0.2 -0.2
-0.1 -0.1 0.0
-0.1 -0.4 0.0
0.2 -0.1 -0.1
-0.1 -0.1 -0.1
-0.1 -0.5 0.0
0.3 -1.0 -1.1
0.1 0.4 0.7
0.9 -0.3 0.1
-0.8 -0.3 -0.3
-0.1 1.1 -0.9
0.4 -0.3 1.4
-0.6 -0.7 -0.1
0.3 0.9 0.2
0.2 0.4 0.1
0.1 0.3 0.6
-0.1 0.0 0.2
0.0 0.3 -0.4
-0.1 0.1 -0.4
-0.2 -0.2 -0.4
-0.1 -0.5 0.2
0.0 0.0 0.0
0.0 0.0 0.0
-0.5 0.4 -0.2
0.6 -0.4 0.5
-0.4 0.1 0.3
0.4 -0.4 -0.1
-0.2 -0.1 -0.8
0.1 0.5 0.7
-1.0 -0.1 0.4
1.4 0.3 -0.7
0.1 0.1 0.0
0.2 -0.1 0.2
0.1 -0.1 0.1
0.1 -0.1 -0.1
0.1 0.0 -0.4
-0.2 0.0 -0.2
-0.4 -0.1 0.4
-0.3 -0.3 -0.1
-0.1 0.2 0.1
0.5 -0.4 -0.4
-1.3 0.8 -0.1
0.4 -0.7 -0.1
0.4 0.1 -0.3
-0.3 -0.3 -0.1
-0.2 0.1 1.1
0.1 0.1 0.6
0.3 1.1 -1.2
-0.1 0.2 0.1
-0.1 0.2 0.1
-0.2 0.0 0.1
0.1 -0.1 -0.6
0.0 0.1 -0.2
0.2 -0.1 0.0
-0.1 -0.1 0.0
-0.1 -0.3 0.4
0.2 -0.3 0.5
0.1 0.5 -0.3
-0.5 -0.1 0.8
-0.2 -0.3 -0.8
0.0 -0.1 0.1
-0.1 -0.1 0.5
0.2 0.1 -0.1
0.9 -0.1 0.0
-0.7 0.7 -0.2
0.0 0.0 0.1
0.0 0.0 -0.1
0.1 -0.3 -0.1
0.1 0.1 0.0
-0.1 0.0 0.0
-0.1 0.0 0.1
0.3 -0.2 -0.1
0.1 -0.1 0.1
0.0 0.0 0.1
0.5 0.7 0.0
-0.8 -0.1 0.7
0.8 0.4 0.2
-0.1 0.4 0.0
0.3 -0.9 0.3
-0.5 1.0 0.0
-0.4 -0.3 -0.9
0.3 0.3 -0.1
0.0 -0.1 -0.2
-0.1 -0.1 0.3
0.0 -0.2 -0.1
0.1 -0.5 0.2
0.1 0.1 -0.3
-0.1 -0.3 -0.2
0.0 -0.2 -0.2
0.2 -0.1 0.0
0.0 0.0 0.3
1.5 -0.4 0.3
-0.5 0.4 0.0
0.1 0.0 0.3
0.6 -0.5 -0.6
0.0 0.6 -1.0
-0.4 -0.2 0.6
-0.5 -0.4 1.0
0.7 0.8 -0.8
-0.7 0.0 0.1
-0.1 0.2 -0.2
-0.4 0.2 0.1
0.2 -0.1 0.1
0.1 0.0 -0.4
0.1 0.2 -0.1
-0.1 -0.2 0.3
-0.2 -0.3 0.0
-0.3 0.0 0.1
-0.4 0.0 -0.5
0.1 0.0 -0.4
-0.1 0.1 0.7
-0.4 0.0 -0.1
0.6 0.1 0.2
0.2 -0.1 0.1
-0.2 -0.6 0.2
0.1 0.0 0.3
-0.1 0.2 -0.1
0.2 -0.1 0.0
-0.1 0.3 -0.1
0.1 0.2 -0.7
1.4 0.2 -1.0
0.0 -0.4 -0.3
-0.2 0.0 0.3
-0.5 0.3 0.3
-0.4 -0.1 0.7
-0.1 0.1 0.2
-0.1 0.2 0.0
-0.3 0.2 -0.1
0.3 -0.2 0.4
0.2 -0.4 -0.3
-0.2 0.3 0.2
0.1 -0.1 -0.2
0.6 0.2 -0.4
0.2 -0.3 0.2
-0.6 0.1 0.1
0.0 0.2 0.3
-0.2 -0.4 -0.1
0.0 0.0 -0.1

---

- What is the frontier orbital gap in the second record?
  9.46 eV